# C37H58AsBiBrN3O2Si3

A structure of composition C37H58AsBiBrN3O2Si3 at a distorted geometry (ωB97M-V/def2-TZVPD, the OMol25 dataset).

Structure (XYZ):
```
106
Properties=species:S:1:pos:R:3
Bi -1.309 0.141 1.175
C -3.442 -1.703 -1.314
N -2.830 -2.758 -0.542
C -3.520 -2.895 0.729
C -2.902 -3.858 1.738
C -1.458 -3.562 2.134
N -1.238 -2.245 2.706
C -1.874 -2.109 3.972
C -2.619 -1.071 4.483
C -2.924 -1.126 5.880
C -3.582 -0.135 6.554
C -4.032 0.991 5.866
C -3.830 1.055 4.496
C -3.184 0.057 3.773
O -3.158 0.191 2.452
C -2.628 -3.958 -1.331
C -1.163 -4.434 -1.371
C -0.128 -3.298 -1.425
N 0.357 -3.093 -0.097
C 0.704 -1.951 0.334
C 1.239 -1.767 1.723
C 2.385 -2.715 1.911
C 3.418 -2.422 2.745
C 3.535 -1.153 3.332
C 2.706 -0.129 2.888
C 1.746 -0.337 1.901
O 1.242 0.632 1.211
H -4.470 -1.949 -1.641
H -2.840 -1.496 -2.197
H -3.486 -0.798 -0.712
H -4.577 -3.206 0.575
H -3.524 -1.906 1.191
H -2.935 -4.887 1.361
H -3.526 -3.811 2.634
H -0.821 -3.638 1.257
H -1.145 -4.340 2.866
H -1.554 -2.867 4.706
H -2.588 -2.004 6.424
H -3.755 -0.224 7.623
H -4.537 1.797 6.385
H -4.200 1.907 3.936
H -2.937 -3.755 -2.363
H -3.257 -4.791 -0.977
H -1.045 -5.097 -2.234
H -0.941 -5.011 -0.474
H -0.552 -2.381 -1.858
H 0.709 -3.615 -2.066
H 0.827 -1.099 -0.354
H 2.308 -3.673 1.417
H 4.196 -3.161 2.914
H 4.338 -0.946 4.030
H 2.903 0.891 3.194
C 0.467 4.145 0.224
Si 1.161 3.596 -1.475
C -0.122 4.155 -2.795
C 2.688 4.698 -1.896
As 1.616 1.296 -1.473
Si 2.111 1.025 -3.781
C 0.521 0.342 -4.630
C 2.720 2.424 -4.972
C 3.389 -0.405 -3.975
Si 3.799 1.400 -0.593
C 4.357 -0.381 -0.195
C 3.921 2.553 0.930
C 5.215 2.053 -1.762
H -0.469 4.687 0.126
H 1.162 4.774 0.775
H 0.270 3.259 0.823
H -0.054 5.223 -2.991
H -1.134 3.948 -2.463
H 0.023 3.636 -3.739
H 2.459 5.760 -1.862
H 3.036 4.466 -2.897
H 3.512 4.511 -1.215
H -0.251 1.105 -4.668
H 0.126 -0.485 -4.043
H 0.677 -0.017 -5.645
H 2.003 3.240 -4.992
H 2.853 2.077 -5.994
H 3.670 2.837 -4.640
H 3.011 -1.281 -3.452
H 4.333 -0.133 -3.512
H 3.595 -0.687 -5.005
H 3.648 -0.838 0.487
H 5.341 -0.439 0.264
H 4.372 -0.981 -1.102
H 3.967 1.956 1.831
H 3.032 3.170 1.007
H 4.790 3.207 0.910
H 4.889 2.110 -2.796
H 6.080 1.396 -1.731
H 5.558 3.043 -1.479
C 0.198 -2.034 2.934
H 0.273 -1.164 3.592
H 0.607 -2.895 3.495
Br -5.061 3.540 -3.617
C -4.008 2.628 -2.295
C -4.450 2.585 -0.980
C -3.678 1.923 -0.049
C -2.452 1.324 -0.376
C -2.051 1.401 -1.718
C -2.815 2.033 -2.678
H -5.381 3.065 -0.702
H -4.013 1.857 0.975
H -1.114 0.939 -2.025
H -2.500 2.060 -3.714
```

HOMO level (alpha / beta): 0.0190 / 0.0204 hartree
total charge: -2
HOMO-LUMO gap (alpha / beta): 3.47 / 3.43 eV